Record 1
Molecular formula: C25H32BClCuN6O2
Method: DFT, ωB97M-V/def2-TZVPD

```
68
Properties=species:S:1:pos:R:3:lowdin_spin:R:1
Cu 0.1576 0.5075 0.0573 0.763
Cl 0.2603 -7.8162 -0.5300 0.000
O 0.7084 -1.1190 -1.1613 0.039
O 0.2794 -1.2738 0.9508 0.090
N 1.3846 1.6304 1.3258 0.018
N 0.9110 2.8742 1.6207 0.001
N -0.1546 3.3889 -0.5819 0.001
N -1.5564 1.1937 1.0246 0.021
N -1.6633 2.5186 1.2710 0.001
N 0.0896 2.2414 -1.2473 0.050
C 3.6341 -0.5877 0.6998 0.000
C 0.2680 -3.3102 -0.3658 0.002
C -0.1685 4.4297 -1.4708 -0.001
C -0.0333 -4.0658 0.7655 0.001
C -3.2040 -1.0140 -0.4719 -0.001
C 1.9264 0.8911 -3.0903 0.000
C 2.8976 2.6420 2.5949 0.000
C 0.6521 1.5501 -3.6064 0.000
C -0.4529 0.5160 -3.8783 0.000
C -0.1650 -5.4309 0.6478 0.000
C 0.0301 3.9373 -2.7078 0.002
C -4.2292 -1.3225 1.8229 0.000
C 0.1225 -6.0395 -0.5509 -0.001
C -3.0428 -0.8153 1.0410 0.000
C 2.5409 -0.7914 2.8882 0.000
C 2.5847 1.4681 1.8782 0.001
C -3.6567 1.7209 1.7444 0.001
C -2.8872 2.8533 1.7538 0.000
C -2.7581 0.6753 1.2759 0.001
C 0.4820 -1.8500 -0.2051 0.007
C 3.2790 0.1604 1.9777 0.000
C 0.2179 2.5496 -2.5389 0.004
C 1.8009 3.4796 2.4084 -0.001
C 0.2920 -5.3173 -1.7325 0.000
C 0.3831 -3.9212 -1.6371 0.000
B -0.4029 3.4013 0.9835 0.000
H -3.3428 -2.0090 -0.8133 0.000
H 0.0712 4.5360 -3.5902 0.000
H 0.6470 -3.2523 -2.4401 0.000
H -4.6892 1.6047 2.0373 0.000
H -0.5028 4.5416 1.3098 0.000
H -0.2283 -3.5690 1.7189 0.001
H -2.1021 -1.3305 1.3696 0.000
H -4.4096 -2.3527 1.5015 0.000
H 4.3465 -1.4220 0.9349 0.000
H -0.2903 5.4101 -1.1078 0.000
H 1.6441 -1.1905 2.4792 0.000
H -5.1407 -0.8131 1.5333 0.000
H 0.7876 2.0937 -4.5175 0.000
H -0.9436 0.1907 -2.9062 0.000
H -1.2615 0.9271 -4.5004 0.000
H -0.4039 -5.9869 1.5599 0.000
H 2.7864 -0.9661 0.1718 0.000
H 0.2528 -5.8210 -2.7104 0.000
H 4.1827 0.1050 0.0061 0.000
H 1.8809 0.4139 -2.1245 0.000
H -3.0823 3.8971 1.9071 0.000
H -0.0215 -0.3837 -4.3544 0.000
H 3.2028 -1.6746 3.1651 0.000
H 1.5038 4.4438 2.8409 0.000
H 3.8504 2.9101 3.0292 0.000
H -2.3947 -0.4530 -1.0361 0.000
H -4.0698 -1.2253 2.8840 0.000
H -4.1670 -0.4643 -0.7386 0.000
H 2.2354 0.1110 -3.7897 0.000
H 4.2422 0.3968 2.4819 0.000
H 2.2344 -0.2747 3.8040 0.000
H 2.6549 1.6526 -3.0613 0.000
```

Energy above the lowest of the compared OMol25 structures with the same formula, charge and spin ... 4.6 kcal/mol
2S+1 ... 2
HOMO-LUMO gap (spin up / spin down) ... 9.0 / 8.0 eV
<S²> ... 0.752
HOMO energy (spin up / spin down) ... -8.81 / -8.81 eV
Net charge ... 0

=====

Record 2
Molecular formula: C25H32ClIrN4O2S
Method: DFT, ωB97M-V/def2-TZVPD

```
66
Properties=species:S:1:pos:R:3:lowdin_spin:R:1
Ir -0.1592 0.6526 0.8636 0.213
Cl 4.3530 -4.5043 2.8372 0.130
S -0.6566 3.2118 1.5904 -0.009
O 1.8083 -4.0019 -4.0686 0.000
O -0.4198 0.7021 -6.2838 0.000
N -2.5712 0.8748 0.6042 0.056
N -1.2522 0.6235 3.0848 -0.005
N -0.1427 1.2595 -1.3917 -0.001
N -0.0199 -1.2873 -0.3749 0.005
C 0.7338 -3.5460 -0.5738 0.001
C -0.4615 1.6864 -4.1246 -0.001
C 0.2145 -1.1001 -1.6884 -0.001
C -0.2990 2.4887 -1.8785 0.000
C 2.0135 0.8238 1.6485 0.065
C -2.9781 2.2468 0.2639 0.002
C -2.7206 0.7336 3.0711 0.000
C -0.6585 1.8876 -5.5948 0.000
C -0.6273 1.6151 3.9691 0.000
C 1.0074 -3.3621 -1.9298 -0.002
C 0.2390 -2.4836 0.1560 0.001
C 3.0642 -1.2897 0.9009 0.078
C -3.2829 0.2591 1.7337 0.003
C 0.7530 -2.1085 -2.4787 0.000
C 2.5553 -0.9907 3.2609 0.066
C 3.6240 -2.5066 1.1758 0.020
C -0.0843 0.2245 -2.2486 0.000
C -0.2729 0.4077 -3.6138 0.000
C -0.4441 2.7564 -3.2264 0.000
C 3.6521 -2.9942 2.4974 0.182
C -0.6633 3.0446 3.4147 -0.001
C -2.4453 3.3461 1.1826 0.000
C 1.5220 -4.4734 -2.7923 0.000
C 2.5152 -0.4727 1.9330 0.145
C 3.1144 -2.2087 3.5384 0.035
H -2.7695 0.3043 -0.2156 0.000
H 2.4014 1.2822 0.7388 0.012
H 2.1897 -0.3798 4.0740 0.001
H 3.0733 -0.9092 -0.1084 0.001
H -2.5607 4.3002 0.6668 0.000
H -0.5011 0.8352 -7.2392 0.000
H -0.2861 -0.4264 -4.2974 0.000
H -4.3546 0.4866 1.7017 0.002
H 0.0092 2.6955 -5.9340 0.000
H 2.0630 -4.7221 -4.6609 0.000
H -2.6331 2.4395 -0.7543 0.000
H 0.2303 3.5702 3.7507 0.000
H -0.2828 3.2982 -1.1609 0.000
H 0.9922 -1.9434 -3.5170 0.000
H 1.9763 1.5024 2.4922 0.003
H -1.5177 3.6145 3.7722 0.000
H -4.0730 2.3315 0.2637 0.002
H -1.6919 2.2408 -5.7713 0.000
H -2.9989 3.4165 2.1147 0.000
H -3.1789 0.1468 3.8743 0.000
H -1.1210 1.6318 4.9497 0.000
H -3.1658 -0.8228 1.6495 0.000
H 2.4117 -4.9209 -2.3155 0.000
H -1.0041 -0.3045 3.4271 0.000
H 4.0642 -3.0973 0.3872 -0.002
H 0.8961 -4.4991 -0.0952 0.000
H 0.0267 -2.6085 1.2087 0.000
H -2.9957 1.7717 3.2435 0.000
H 3.1738 -2.5642 4.5552 -0.001
H -0.5534 3.7735 -3.5670 0.000
H 0.4091 1.3171 4.1291 0.000
H 0.7600 -5.2729 -2.8211 0.000
```

Energy above the lowest of the compared OMol25 structures with the same formula, charge and spin ... 65.3 kcal/mol
2S+1 ... 2
HOMO-LUMO gap (spin up / spin down) ... 7.1 / 5.8 eV
<S²> ... 0.794
HOMO energy (spin up / spin down) ... -17.00 / -17.28 eV
Net charge ... +3

=====

Record 3
Molecular formula: C25H32N2O2S
Method: DFT, ωB97M-V/def2-TZVPD

```
62
Properties=species:S:1:pos:R:3:lowdin_charge:R:1
S -0.5344 3.0721 1.1251 0.914
O -5.6275 0.2775 -1.7048 -0.105
O -2.4948 -1.2028 2.4019 0.013
N 4.1409 0.6365 1.1792 -0.142
N 1.8974 0.5112 2.3704 -0.172
C 0.5691 0.4689 3.1661 -0.116
C -2.2450 0.0966 -0.2213 -0.030
C 3.0674 0.4116 0.1866 -0.141
C -2.4067 1.0879 0.7527 -0.291
C 3.8910 1.9080 1.9008 -0.145
C -0.5992 0.2499 2.3067 -0.262
C 4.1640 -0.4851 2.1475 -0.150
C -2.0852 5.4293 0.4489 -0.094
C -3.5683 1.8445 0.8166 -0.055
C -4.6405 1.5568 0.0078 0.008
C -2.4986 6.3910 -0.4934 -0.046
C -3.2979 -0.1934 -1.0920 -0.005
C -0.1351 4.9911 -0.8714 -0.121
C -0.3961 -2.2866 2.6545 -0.030
C -1.3632 1.4100 1.7886 -0.410
C 2.8445 -0.5983 2.8719 -0.078
C 1.7077 0.3553 0.8521 -0.082
C -2.1575 7.6843 -2.6413 -0.063
C 2.5822 1.8576 2.6492 -0.094
C -1.2645 -1.0617 2.4322 -0.459
C -0.5436 5.9329 -1.8188 -0.051
C -1.7323 6.6604 -1.6381 -0.291
C -0.9765 4.5910 0.1871 -0.503
C -4.5177 0.5199 -0.9575 -0.264
C -5.5595 -0.6295 -2.8226 -0.070
H 0.8443 4.5214 -0.9608 0.092
H 4.7118 2.0586 2.6079 0.122
H -3.1333 7.4518 -3.0738 0.082
H -3.2008 -1.0230 -1.8013 0.103
H 0.6672 -0.3379 3.9102 0.114
H 2.9434 -0.4438 3.9554 0.134
H 4.3780 -1.4099 1.6020 0.125
H -3.4262 6.9498 -0.3219 0.114
H -5.3631 -1.6488 -2.4777 0.089
H 4.9684 -0.3024 2.8664 0.123
H 1.8696 2.6342 2.3328 0.082
H 3.0938 1.2263 -0.5459 0.126
H -6.5552 -0.5535 -3.2529 0.087
H 0.4161 -2.3750 1.9223 0.060
H 3.8802 2.7292 1.1769 0.127
H 1.1973 -0.6074 0.6903 0.123
H 0.0319 -2.2924 3.6645 0.075
H -2.5954 5.3192 1.4026 0.099
H 0.0673 6.1061 -2.7068 0.108
H -2.2266 8.6755 -2.1897 0.081
H -1.8253 1.8860 2.6846 0.101
H 1.0430 1.1766 0.5440 0.073
H -5.5884 2.0705 0.1218 0.114
H -1.4286 7.7271 -3.4470 0.069
H -1.0192 -3.1782 2.5622 0.082
H 2.3455 -1.5597 2.6857 0.118
H -4.8036 -0.3190 -3.5513 0.092
H 2.7203 1.8844 3.7393 0.133
H 3.2646 -0.5329 -0.3311 0.123
H -1.3247 -0.4796 -0.2757 0.113
H 0.4990 1.4220 3.7250 0.133
H -3.6403 2.6520 1.5456 0.117
```

HOMO-LUMO gap ... 6.8 eV
HOMO energy ... -6.43 eV
SMILES ... COc1ccc([C@H](Sc2ccc(C)cc2)/C(C[N+]23CCN(CC2)CC3)=C(/C)[O-])cc1
Net charge ... 0

=====

no.,largest force on an atom (eV Å⁻¹)
1,3.0
2,4.3
3,3.6